a | C2H3NS2 as an isolated structure. Source: the OMol25 dataset; level of theory: ωB97M-V/def2-TZVPD.

LUMO energy: -0.524 eV
orbital gap: 8.064 eV
HOMO level: -8.6 eV
net charge: 0
2S+1: 1

Structure (XYZ):
```
8
C2H3NS2 (ωB97M-V/def2-TZVPD)
H -2.00 0.83 -1.07
H 2.95 -0.63 -0.63
C 0.98 0.42 0.18
S 1.78 -1.09 -0.08
N -2.03 0.31 -0.13
C -0.91 0.12 0.38
S 1.60 1.86 0.00
H -0.88 -0.66 1.11
```



b | One molecule with the formula C2H3NS2. Source: the OMol25 dataset; level of theory: ωB97M-V/def2-TZVPD.

LUMO energy: -0.812 eV
orbital gap: 8.201 eV
SMILES: S=CNC=S
HOMO level: -9.0 eV
net charge: 0
2S+1: 1

Structure (XYZ):
```
8
C2H3NS2 (ωB97M-V/def2-TZVPD)
S -2.65 -0.17 -0.10
C 1.18 0.54 0.23
H 1.14 1.70 0.15
H -1.01 1.51 -0.14
C -1.17 0.45 -0.06
S 2.64 -0.19 -0.16
N -0.02 -0.28 0.39
H 0.06 -1.34 0.47
```



Least stable = a



a | One molecule with the formula C3H8N2S2. Source: the OMol25 dataset; level of theory: ωB97M-V/def2-TZVPD.

LUMO energy: 0.248 eV
orbital gap: 8.717 eV
SMILES: CNNC(=S)SC
HOMO level: -8.5 eV
net charge: 0
2S+1: 1

Structure (XYZ):
```
15
C3H8N2S2 (ωB97M-V/def2-TZVPD)
C 2.58 -1.00 -0.05
C -2.06 -0.24 0.59
N -1.90 0.47 -0.67
N -0.87 1.26 -0.39
H 2.76 -1.99 -0.25
H -1.02 2.31 -0.23
H -2.84 0.36 1.11
H -1.15 -0.57 1.35
H -1.76 -0.05 -1.46
S 1.69 1.92 0.06
S 0.82 -0.98 -0.30
H 2.86 -0.66 0.93
H 2.99 -0.16 -0.72
H -2.56 -1.46 0.38
C 0.47 0.79 -0.36
```



b | One molecule with the formula C3H8N2S2. Source: the OMol25 dataset; level of theory: ωB97M-V/def2-TZVPD.

LUMO energy: 0.723 eV
orbital gap: 9.413 eV
SMILES: C/N=C(/NS)SC
HOMO level: -8.7 eV
net charge: 0
2S+1: 1

Structure (XYZ):
```
15
C3H8N2S2 (ωB97M-V/def2-TZVPD)
C 0.17 2.02 1.86
H 1.98 0.01 -0.76
N 0.84 1.18 0.84
H -0.41 -2.57 0.22
N 1.01 -0.17 -1.01
H 0.78 -0.98 -3.06
H -0.81 -1.94 -1.43
C 0.31 0.35 0.07
H -2.05 -2.56 -0.33
H 0.33 3.10 1.56
S -1.39 -0.31 0.22
H -0.91 1.82 2.00
H 0.69 1.81 2.78
S 0.58 0.24 -2.58
C -1.12 -2.01 -0.37
```



Least stable = a



a | One molecule with the formula C10H18N2O5. Source: the OMol25 dataset; level of theory: ωB97M-V/def2-TZVPD.

LUMO energy: 0.180 eV
orbital gap: 10.144 eV
SMILES: CC[C@H](C)[C@H](N)C(=O)N[C@@H](CC(=O)O)C(=O)O
HOMO level: -10.0 eV
net charge: 0
2S+1: 1

Structure (XYZ):
```
35
C10H18N2O5 (ωB97M-V/def2-TZVPD)
C -2.81 -1.74 0.31
O 0.52 -1.43 -2.12
N 1.98 -1.82 0.17
O -1.93 -2.76 0.16
H 2.33 -1.75 -0.77
C -2.18 -0.39 -0.02
H 0.26 1.11 0.51
H 0.16 -1.31 1.03
H 2.62 -0.03 2.07
H -2.39 -3.57 0.40
H 1.03 0.35 2.72
H -4.02 0.59 0.49
C -2.78 2.11 -0.27
O -1.60 2.35 -0.84
H 2.05 1.63 2.20
C 2.11 1.18 -0.51
C -3.27 0.66 -0.27
O -3.42 3.00 0.22
H -1.69 -0.70 -2.05
H 1.79 0.86 -1.51
N -1.25 -0.46 -1.14
C 0.81 -0.95 0.22
H -3.75 0.46 -1.24
H 4.01 1.32 0.56
C 0.03 -1.01 -1.10
C 3.61 0.92 -0.36
C 1.19 0.52 0.55
H 3.87 -0.14 -0.34
H 1.64 -2.77 0.27
H -1.61 -0.10 0.87
C 1.76 0.61 1.95
H -1.21 1.53 -1.20
H 1.93 2.28 -0.46
O -3.95 -1.91 0.68
H 4.17 1.37 -1.20
```



b | One molecule with the formula C10H18N2O5. Source: the OMol25 dataset; level of theory: ωB97M-V/def2-TZVPD.

LUMO energy: 0.222 eV
orbital gap: 9.566 eV
SMILES: CC(C)C[C@H](N)C(=O)N[C@@H](CC(=O)O)C(=O)O
HOMO level: -9.3 eV
net charge: 0
2S+1: 1

Structure (XYZ):
```
35
C10H18N2O5 (ωB97M-V/def2-TZVPD)
C 1.94 -2.84 0.65
H -2.95 0.03 -1.68
H 2.50 -1.94 3.27
C -1.54 1.43 -2.56
O 0.96 -3.41 0.28
O 3.14 -3.44 0.77
H 0.04 -4.14 3.80
H -1.46 0.87 -3.54
C 0.46 -2.44 3.08
H -0.11 -0.09 -1.95
H -1.38 3.55 -2.02
H -0.61 3.04 -3.56
H -3.06 1.62 -1.01
H 0.46 2.90 -0.21
H -0.51 2.66 1.07
O 0.80 -3.54 3.78
H -1.43 0.71 0.14
H -3.73 1.35 -2.63
H 2.74 -0.79 1.06
C -2.89 1.08 -1.94
H 0.04 -1.38 0.19
O -0.68 -2.17 2.82
H 1.45 -0.51 3.20
O 1.48 1.26 1.17
C -0.28 0.96 -1.72
N -0.47 2.57 0.08
C -0.48 1.15 -0.20
C 1.64 -1.52 2.74
H 0.59 1.49 -2.10
C 1.88 -1.42 1.25
N 0.76 -0.77 0.53
C 0.67 0.54 0.57
C -1.47 2.90 -2.91
H 3.90 -2.82 0.96
H -2.40 3.12 -3.38
```



Least stable = b



a | A 4-piece molecular cluster, C3H14NO3S overall. Source: the OMol25 dataset; level of theory: ωB97M-V/def2-TZVPD.

LUMO energy: 3.548 eV
orbital gap: 6.879 eV
HOMO level: -3.3 eV
net charge: -1
2S+1: 1

Structure (XYZ):
```
22
C3H14NO3S (ωB97M-V/def2-TZVPD)
H 0.27 -4.18 3.14
N -2.66 1.12 -1.72
S 0.65 1.11 0.24
C -1.30 1.07 -2.02
H -2.62 2.94 -2.78
H -4.24 2.68 -1.99
H 1.83 -1.87 1.63
O 3.59 -0.57 0.73
H 0.25 -0.62 -1.51
H -1.20 -0.43 -0.28
O 1.01 -3.65 3.40
H -3.64 1.87 -3.51
H -0.79 2.05 -1.99
H 4.11 -0.02 1.29
H 1.01 -0.57 1.64
C -0.40 0.14 -0.93
H -1.15 0.65 -2.98
O 0.93 -1.65 1.62
H 2.71 -0.21 0.52
H -2.93 1.36 -0.80
H 0.75 -2.86 2.97
C -3.35 2.22 -2.55
```



b | A 4-piece molecular cluster, C3H14NO3S overall. Source: the OMol25 dataset; level of theory: ωB97M-V/def2-TZVPD.

LUMO energy: 3.483 eV
orbital gap: 7.137 eV
HOMO level: -3.7 eV
net charge: -1
2S+1: 1

Structure (XYZ):
```
22
C3H14NO3S (ωB97M-V/def2-TZVPD)
C 3.29 -0.45 0.61
H 1.58 -0.43 -0.53
S -0.89 1.15 -0.87
H -2.74 -0.60 1.23
O -0.73 -1.68 0.57
H -0.16 2.43 1.04
H -0.13 -2.19 -1.41
H 3.97 0.34 0.25
H -0.74 -0.88 -0.03
H -0.39 0.77 1.49
H 0.07 -1.45 1.07
H -0.90 -1.19 -2.23
C 0.03 1.41 0.70
H 2.00 1.86 -0.08
H 3.60 -1.38 0.13
O -3.39 0.13 1.19
H 1.93 1.50 1.63
H 3.49 -0.55 1.68
H -2.89 0.77 0.66
N 1.89 -0.20 0.41
C 1.52 1.19 0.65
O -0.23 -1.88 -2.32
```



Least stable = a



a | One molecule with the formula C5H13NOSi. Source: the OMol25 dataset; level of theory: ωB97M-V/def2-TZVPD.

LUMO energy: 0.830 eV
orbital gap: 8.658 eV
SMILES: C=C[Si@H](OC)N(C)C
HOMO level: -7.8 eV
net charge: 0
2S+1: 1

Structure (XYZ):
```
21
C5H13NOSi (ωB97M-V/def2-TZVPD)
H 2.65 0.75 -0.09
H -0.13 -2.04 1.37
H -2.06 -0.66 1.05
H -1.86 0.28 2.43
H -1.92 2.49 -1.98
Si 0.19 0.65 -0.65
C 0.30 -1.12 1.84
H 0.11 -1.28 2.98
H -2.84 1.17 -2.93
H -1.84 1.12 0.91
H -1.43 -0.62 -2.27
H 1.35 -1.38 1.67
H 3.46 -0.15 -1.62
C -1.20 0.38 -1.95
N -0.19 0.05 1.33
H 3.02 -0.98 -0.19
H 0.68 1.94 -0.22
C -1.54 0.17 1.41
C 2.74 -0.16 -0.77
O 1.42 -0.33 -1.19
C -2.00 1.42 -2.28
```



b | A 2-piece molecular cluster, C5H13NOSi overall. Source: the OMol25 dataset; level of theory: ωB97M-V/def2-TZVPD.

LUMO energy: 0.486 eV
orbital gap: 9.954 eV
SMILES: CC(C)(C)C#[N+][O-].[SiH4]
HOMO level: -9.5 eV
net charge: 0
2S+1: 1

Structure (XYZ):
```
21
C5H13NOSi (ωB97M-V/def2-TZVPD)
N -0.05 2.09 0.74
C 0.06 1.03 0.20
O -0.43 3.20 1.01
H -2.30 -0.35 -2.88
H 2.93 0.92 0.47
H -2.09 1.19 -0.88
H -0.97 -1.05 1.16
H -3.98 1.15 -2.33
C 0.95 -0.17 0.39
C 2.31 0.20 0.95
H 1.98 -1.36 -1.06
H 0.34 -1.63 -1.07
H 2.89 -0.68 1.21
C 0.20 -1.00 1.42
C 1.00 -0.79 -0.94
H 0.67 -0.04 -1.75
Si -2.94 0.28 -1.68
H 2.05 0.42 1.97
H 0.07 -0.62 2.49
H 0.68 -1.97 1.43
H -3.36 -0.83 -0.85
```



Least stable = b



a | A 3-piece molecular cluster, C7H14S overall. Source: the OMol25 dataset; level of theory: ωB97M-V/def2-TZVPD.

LUMO energy (alpha / beta): 0.110 / 0.034 eV
orbital gap (alpha / beta): 7.999 / 7.706 eV
HOMO level (alpha / beta): -7.9 / -7.7 eV
net charge: 0
2S+1: 1

Structure (XYZ):
```
22
C7H14S (ωB97M-V/def2-TZVPD)
H 3.27 1.71 -3.05
H -0.02 -1.82 -1.04
C 0.24 -1.03 -0.33
C -0.02 0.22 -0.59
H -0.68 0.36 -1.54
C -1.91 0.25 3.35
S 1.36 0.35 -3.41
H 2.13 1.45 -1.44
H 1.24 -0.57 -5.45
H -0.08 -0.44 4.21
C 1.88 0.09 -4.94
H 0.24 1.09 0.05
H -3.44 -1.04 2.30
C -2.43 -1.06 2.84
H -1.71 -1.46 2.08
H -2.47 -1.88 3.62
C -0.76 0.37 4.03
H 0.97 -1.35 0.36
H -0.39 1.35 4.27
C 2.28 1.55 -2.51
H 2.58 0.68 -5.54
H -2.25 1.16 2.74
```



b | A 3-piece molecular cluster, C7H14S overall. Source: the OMol25 dataset; level of theory: ωB97M-V/def2-TZVPD.

LUMO energy: 0.831 eV
orbital gap: 7.976 eV
HOMO level: -7.1 eV
net charge: 0
2S+1: 1

Structure (XYZ):
```
22
C7H14S (ωB97M-V/def2-TZVPD)
C 1.54 0.01 0.53
H 0.39 0.76 -2.11
H -0.29 0.07 2.74
H 1.71 -3.23 -1.27
H -2.18 -1.86 -0.36
H 2.27 -3.86 -1.38
H 1.47 1.50 2.10
H 1.29 2.79 -0.24
C -0.19 -0.08 -1.90
H -1.25 0.07 -1.63
C 0.44 2.39 0.30
C -2.07 -1.10 0.43
C -0.79 -0.67 0.75
C 0.84 1.20 1.22
H -0.29 2.03 -0.36
H -0.04 3.20 0.71
C -0.50 0.48 1.66
H -2.94 -0.91 1.12
S 0.65 -0.98 -0.36
H -0.19 -0.76 -2.69
H 2.58 0.16 0.14
H -1.39 1.23 1.71
```



Least stable = a